{
  "formula": "C45H105NbO3P",
  "method": "wB97M-V/def2-TZVPD",
  "species": ["C", "C", "C", "C", "C", "C", "C", "C", "C", "C", "C", "C", "C", "C", "Nb", "C", "C", "C", "C", "C", "C", "C", "P", "O", "O", "O", "H", "H", "H", "H", "H", "H", "H", "H", "H", "H", "H", "H", "H", "H", "H", "H", "H", "H", "H", "H", "H", "H", "H", "H", "H", "H", "H", "H", "H", "H", "H", "H", "H", "H", "H", "H", "H", "H", "H", "H", "H", "H", "H", "H", "H", "H", "H", "H", "H", "C", "C", "C", "C", "C", "C", "H", "H", "H", "H", "H", "H", "H", "H", "H", "H", "H", "H", "H", "H", "C", "C", "C", "C", "C", "C", "H", "H", "H", "H", "H", "H", "H", "H", "H", "H", "H", "H", "H", "H", "C", "C", "C", "C", "C", "C", "H", "H", "H", "H", "H", "H", "H", "H", "H", "H", "H", "H", "H", "H", "C", "C", "C", "C", "C", "C", "H", "H", "H", "H", "H", "H", "H", "H", "H", "H", "H", "H", "H", "H"],
  "positions_angstrom": [[-4.24936, -7.65890, 2.11186], [-4.65275, -6.12399, 1.70065], [-6.28280, -5.90606, 1.43930], [-6.57091, -4.31345, 1.82849], [-7.92404, -3.70169, 1.11235], [-7.50115, -2.20751, 0.49647], [-7.93777, -0.97464, 1.53775], [-7.19255, -1.07631, 2.99637], [-6.77594, 0.41400, 3.63103], [-5.18974, 0.62185, 3.27252], [-4.44131, 1.79996, 4.16785], [-2.82894, 1.58608, 3.95478], [-1.98250, 2.96847, 3.66863], [-0.66338, 2.54721, 2.79160], [-0.49088, 3.57112, 0.75721], [1.66100, 4.19486, 1.37058], [-0.04367, 4.46365, -1.29082], [0.77950, 3.32657, -2.17472], [0.90296, 3.67852, -3.77072], [2.08904, 2.66196, -4.36875], [1.96108, 1.12123, -3.80440], [3.02449, 0.77578, -2.57224], [-2.82948, 2.88847, 0.01074], [-3.30227, 3.81064, -1.22491], [-4.07321, 3.04469, 1.22131], [-2.92373, 1.23053, -0.62048], [-5.05175, -8.20413, 2.77637], [-3.26708, -7.59332, 2.76757], [-3.99678, -8.35659, 1.19993], [-4.28809, -5.41981, 2.59209], [-4.02468, -5.76639, 0.75808], [-6.51256, -6.02599, 0.27517], [-6.88351, -6.66426, 2.09809], [-5.57452, -3.74050, 1.51506], [-6.62269, -4.20187, 3.01213], [-8.70750, -3.46169, 1.97477], [-8.41201, -4.40609, 0.31495], [-8.02805, -2.07153, -0.56563], [-6.35149, -2.09587, 0.30907], [-7.70525, 0.05055, 1.01012], [-9.11857, -1.09936, 1.65943], [-7.90498, -1.66719, 3.71493], [-6.21066, -1.73590, 2.86899], [-7.41055, 1.23851, 3.08997], [-7.02568, 0.42117, 4.77582], [-5.09580, 0.80444, 2.11795], [-4.63325, -0.39022, 3.56518], [-4.66226, 1.52800, 5.30790], [-4.81207, 2.88954, 3.91227], [-2.71170, 0.92575, 2.96711], [-2.35164, 0.91445, 4.81731], [-1.58307, 3.34842, 4.72750], [-2.61462, 3.85032, 3.23042], [0.30635, 2.82952, 3.42041], [-0.59803, 1.36403, 2.65100], [-1.08105, 5.17614, 1.39852], [0.10967, 1.95779, 0.09290], [1.66999, 4.80609, 2.37709], [2.15572, 4.82824, 0.49223], [2.25348, 3.18194, 1.43960], [0.68560, 5.40315, -1.23832], [-0.97714, 4.77876, -1.92223], [0.12755, 2.33143, -2.07759], [1.80266, 3.13661, -1.63110], [1.28410, 4.77884, -3.88639], [-0.12581, 3.46143, -4.29607], [2.02917, 2.59800, -5.55120], [3.16732, 3.05176, -4.04756], [2.28885, 0.40753, -4.69978], [0.85116, 0.81660, -3.55148], [3.38328, -0.35471, -2.69504], [3.99019, 1.43268, -2.65903], [2.54154, 0.86732, -1.50806], [-4.99499, 3.01079, 0.82957], [-2.07640, 0.77468, -0.32647], [5.40515, 5.60790, -3.33721], [4.93927, 6.47321, -4.49836], [4.82842, 5.70677, -5.81886], [6.14150, 5.12183, -6.35092], [7.26668, 6.13437, -6.57891], [6.92963, 7.18331, -7.62671], [6.41344, 5.21772, -3.50361], [5.42571, 6.19675, -2.41433], [4.72746, 4.76231, -3.18395], [5.60829, 7.33288, -4.60799], [3.95223, 6.88157, -4.25111], [4.39315, 6.37232, -6.57391], [4.11057, 4.88659, -5.69350], [5.93046, 4.60709, -7.29671], [6.50042, 4.34768, -5.66235], [8.16047, 5.58972, -6.90782], [7.53754, 6.62560, -5.63807], [6.69485, 6.71477, -8.58723], [7.78287, 7.85272, -7.77672], [6.07716, 7.79764, -7.32365], [-2.31157, -2.10646, 0.41760], [-0.84387, -1.70926, 0.46409], [-0.04032, -2.21745, -0.73571], [0.03595, -3.74181, -0.87690], [0.61896, -4.48450, 0.32798], [2.06329, -4.11248, 0.62343], [-2.43726, -3.19248, 0.45418], [-2.84305, -1.68217, 1.27573], [-2.78840, -1.73311, -0.49399], [-0.39784, -2.05840, 1.40100], [-0.78223, -0.61475, 0.48357], [0.97418, -1.80534, -0.67688], [-0.47722, -1.80682, -1.65453], [0.63900, -3.97537, -1.76335], [-0.96521, -4.13873, -1.08281], [0.57232, -5.56181, 0.12569], [0.00398, -4.31417, 1.21828], [2.70317, -4.31319, -0.24116], [2.43871, -4.70220, 1.46600], [2.16206, -3.05635, 0.88947], [-2.65681, -4.44650, 9.13911], [-2.01237, -3.60300, 8.04947], [-3.02016, -2.77336, 7.24977], [-4.06184, -3.58102, 6.46744], [-3.49387, -4.58447, 5.46060], [-2.68700, -3.93155, 4.34957], [-3.34185, -5.19026, 8.72184], [-1.88723, -4.98402, 9.70276], [-3.21357, -3.81820, 9.84127], [-1.42929, -4.24649, 7.38271], [-1.29634, -2.91875, 8.51981], [-2.46871, -2.12374, 6.55954], [-3.54907, -2.10027, 7.93601], [-4.71512, -2.87708, 5.93668], [-4.70917, -4.11807, 7.17087], [-4.33054, -5.13052, 5.00726], [-2.88035, -5.33485, 5.97088], [-3.29446, -3.20614, 3.80000], [-2.34189, -4.69025, 3.63970], [-1.80369, -3.41835, 4.73986], [8.18859, -1.21738, -6.09320], [8.73099, -0.92585, -4.70219], [7.67559, -1.05527, -3.60090], [6.49577, -0.08224, -3.70431], [6.86830, 1.40244, -3.71739], [7.55779, 1.86151, -2.44239], [7.41340, -0.50183, -6.38241], [8.99380, -1.15047, -6.83215], [7.76571, -2.22553, -6.14399], [9.18370, 0.07085, -4.68538], [9.54045, -1.63459, -4.49106], [8.16748, -0.93015, -2.62884], [7.28074, -2.07888, -3.60684], [5.81946, -0.27086, -2.86108], [5.91713, -0.30671, -4.60821], [5.94956, 1.98826, -3.84553], [7.49994, 1.63215, -4.58233], [6.92558, 1.67786, -1.56843], [7.76276, 2.93584, -2.49160], [8.51254, 1.34965, -2.29271]],
  "mulliken_charge": [-1.13, 0.26, -0.64, 0.23, -0.52, -0.45, -0.83, 0.43, -0.77, 0.41, -0.69, 0.14, -0.46, -0.73, -0.80, -0.89, -1.06, 0.64, -0.58, 0.15, -0.51, -0.38, 0.87, -0.69, -0.42, -0.52, 0.28, 0.28, 0.31, -0.28, 0.19, 0.29, 0.24, -0.28, 0.13, 0.26, 0.36, 0.30, 0.16, 0.31, 0.30, 0.34, -0.48, 0.27, 0.26, 0.14, -0.30, 0.33, 0.21, -0.36, 0.30, 0.31, 0.29, 0.43, 0.08, 0.02, 0.26, 0.29, 0.22, 0.18, 0.34, 0.34, -0.07, 0.00, 0.14, 0.33, 0.30, -0.47, 0.37, 0.18, 0.27, -0.06, 0.09, 0.27, 0.19, -0.75, -0.52, -0.32, -0.12, -0.50, -1.22, 0.17, 0.41, 0.02, 0.28, 0.38, 0.33, 0.04, 0.43, -0.19, 0.39, 0.25, 0.29, 0.38, 0.29, -0.88, 0.54, -0.68, -0.92, 0.03, -1.24, 0.39, 0.04, 0.39, 0.37, -0.66, 0.23, 0.34, 0.41, 0.33, 0.40, -0.08, 0.29, 0.40, 0.27, -1.22, -0.43, -0.51, -0.69, -0.29, -1.10, 0.28, 0.38, 0.29, 0.23, 0.40, 0.11, 0.41, 0.20, 0.40, 0.28, 0.32, 0.17, 0.32, 0.50, -1.17, -0.40, -0.96, -0.36, 0.25, -1.37, 0.27, 0.38, 0.29, 0.23, 0.37, 0.33, 0.43, 0.17, 0.41, -0.15, 0.33, 0.30, 0.38, 0.36],
  "homo_energy_ev": -5.001,
  "orbital_gap_ev": 6.435,
  "charge": -1
}